Version one
{"formula": "C3H6N4O", "method": "ωB97M-V/def2-TZVPD", "e_lumo_ev": 0.88, "smiles": "Nc1c[nH]c(=O)n1N", "total_charge": 0, "elements": ["O", "N", "N", "N", "N", "C", "C", "C", "H", "H", "H", "H", "H", "H"], "coordinates": [[0.9116, 0.9599, 2.4074], [1.6643, 0.7713, 0.2204], [-1.0784, -0.6009, -1.6756], [-0.4932, 0.1225, 0.5466], [-1.4820, -0.7142, 1.2098], [1.1323, 0.3873, -1.0447], [-0.1615, -0.0232, -0.8277], [0.8160, 0.6960, 1.2563], [-1.8691, -1.0809, -1.1921], [2.4537, 1.4892, 0.3136], [-0.8303, -0.7908, -2.6592], [-1.5907, -0.1350, 2.0844], [-1.1186, -1.6856, 1.4297], [1.6461, 0.6043, -2.0688]]}

***

Version two
{"formula": "C3H6N4O", "method": "ωB97M-V/def2-TZVPD", "e_lumo_ev": [-0.04, -1.11], "total_charge": 0, "elements": ["O", "N", "N", "N", "N", "C", "C", "C", "H", "H", "H", "H", "H", "H"], "coordinates": [[2.9097, -0.8389, -0.0757], [-1.6190, -0.0781, -0.8847], [-1.8617, 1.1698, -0.8915], [1.8561, -1.0201, -0.9897], [1.2561, 0.5038, 0.5124], [2.4746, 0.0619, 0.7743], [0.9461, -0.1491, -0.6354], [-1.5166, -0.6837, 0.3805], [-0.7988, -1.5842, 0.2140], [3.1652, 0.3992, 1.5435], [-1.7733, 1.6752, -1.7758], [-2.3598, -1.2120, 0.9180], [-1.0359, -0.0076, 1.0055], [-1.6429, 1.7637, -0.0954]]}

***

Q: Which of them is the most stable? A: version one.

***

Version one
{"formula": "C3H6N4O", "method": "ωB97M-V/def2-TZVPD", "e_lumo_ev": [-1.36, -1.36], "total_charge": 0, "elements": ["O", "N", "N", "N", "N", "C", "C", "C", "H", "H", "H", "H", "H", "H"], "coordinates": [[0.9359, -1.2202, -1.2785], [-1.3637, -0.9101, -1.5050], [2.0641, 0.0496, 1.1258], [-1.2727, 0.5677, 0.8000], [-2.4452, -0.8170, -0.8041], [1.1745, 0.9703, 0.4757], [-0.1536, -0.7584, -1.0455], [-0.2324, 0.4158, 0.1860], [1.6088, 1.2729, -0.4774], [1.0279, 1.8530, 1.0982], [-3.1598, -0.3192, -1.3481], [1.7060, -0.2704, 2.0170], [-2.1605, -0.0887, 0.2236], [2.2705, -0.7452, 0.5323]]}

***

Version two
{"formula": "C3H6N4O", "method": "ωB97M-V/def2-TZVPD", "e_lumo_ev": -0.70, "total_charge": 0, "elements": ["O", "N", "N", "N", "N", "C", "C", "C", "H", "H", "H", "H", "H", "H"], "coordinates": [[0.3122, 0.4048, -1.4357], [2.6792, -0.0748, -1.6838], [-1.8756, 1.0589, -0.4181], [-0.7681, -0.7638, 1.7692], [1.3799, -0.5073, 0.3535], [0.0404, -0.2859, 0.6759], [1.5456, -0.1600, -1.0193], [-0.6869, 0.2655, -0.4592], [-1.8684, 2.1355, 0.0148], [1.5336, -1.4787, 0.5526], [-2.7887, 1.0010, -1.1926], [-0.9736, -0.1022, 2.7984], [-2.0359, -1.4183, 1.0348], [3.5065, -0.0745, -0.9905]]}

***

Q: Which of them is the most stable? A: version one.

***

Version one
{"formula": "C3H6N4O", "method": "ωB97M-V/def2-TZVPD", "e_lumo_ev": 0.72, "smiles": "COc1nnnn1C", "total_charge": 0, "elements": ["O", "N", "N", "N", "N", "C", "C", "C", "H", "H", "H", "H", "H", "H"], "coordinates": [[0.6663, -0.7013, -0.0778], [-2.6312, -1.3585, 0.1007], [-1.3933, -1.8679, 0.0299], [-1.4956, 0.4700, 0.0743], [-2.6725, -0.0910, 0.0915], [1.4178, -1.9056, -0.0754], [-1.4946, 1.9609, -0.0770], [-0.6739, -0.8058, -0.0497], [-1.7257, 2.4708, 0.9269], [1.3493, -2.5798, 0.6788], [-0.6268, 2.3829, -0.4154], [1.2578, -2.3902, -1.0152], [-2.3827, 2.1515, -0.7634], [2.3788, -1.5695, -0.1549]]}

***

Version two
{"formula": "C3H6N4O", "method": "ωB97M-V/def2-TZVPD", "e_lumo_ev": 0.50, "smiles": "[H]/N=c1/cnon1NC", "total_charge": 0, "elements": ["O", "N", "N", "N", "N", "C", "C", "C", "H", "H", "H", "H", "H", "H"], "coordinates": [[0.0667, 1.2545, -1.1044], [0.6217, 0.0102, 0.7664], [-1.8728, -1.2740, 0.4190], [-1.1486, 1.5235, -1.5341], [0.0390, 0.0247, -0.3877], [-1.3369, -0.4160, -0.3369], [-1.9462, 0.4778, -1.3594], [2.0798, -0.2470, 0.6987], [0.3659, 0.7310, 1.5048], [2.4097, -0.2621, 1.7256], [-2.9671, 0.5184, -1.7146], [-1.2133, -1.6185, 1.0431], [2.2874, -1.2479, 0.2966], [2.6147, 0.5256, -0.0172]]}

***

Version three
{"formula": "C3H6N4O", "method": "ωB97M-V/def2-TZVPD", "e_lumo_ev": 0.69, "smiles": "C=N/N=C\\C(=O)NN", "total_charge": 0, "elements": ["O", "N", "N", "N", "N", "C", "C", "C", "H", "H", "H", "H", "H", "H"], "coordinates": [[1.1576, 2.0996, -0.0283], [1.0146, -1.4160, -0.1403], [1.7148, -0.1975, -0.1805], [-1.0634, -0.1391, 1.2841], [-1.5247, -0.2634, 0.0803], [-2.0692, 0.5892, -0.6943], [0.8968, 0.9442, 0.1878], [0.1255, 0.2592, 1.3859], [1.4425, -2.3814, -0.2691], [-2.5074, 1.5430, -0.4101], [2.0585, -0.1752, -1.2135], [0.1064, -1.3434, -0.7758], [-2.1846, 0.2318, -1.6940], [0.8324, 0.2490, 2.4679]]}

***

Version four
{"formula": "C3H6N4O", "method": "ωB97M-V/def2-TZVPD", "e_lumo_ev": [0.81, 0.81], "total_charge": 0, "elements": ["O", "N", "N", "N", "N", "C", "C", "C", "H", "H", "H", "H", "H", "H"], "coordinates": [[-1.5847, -1.8202, -0.4360], [-2.0607, -0.2783, 1.1647], [0.5197, 0.6564, 1.0583], [1.1194, 1.4164, 0.1734], [0.2292, -0.4971, 0.3867], [-1.2709, -0.8461, 0.2124], [0.9234, -0.5622, -0.9069], [1.2542, 0.8858, -1.0353], [-1.6352, 0.3530, 1.8216], [1.3614, 2.3576, 0.4531], [0.3563, -0.9257, -1.7667], [1.8579, 1.3461, -1.7951], [-2.8470, -0.8232, 1.5001], [1.7770, -1.2624, -0.8304]]}

***

Q: Which of them is the most stable? A: version four.

***

Version one
{"formula": "C3H6N4O", "method": "ωB97M-V/def2-TZVPD", "e_lumo_ev": 0.46, "smiles": "C=NNC(=O)NN=C", "total_charge": 0, "elements": ["O", "N", "N", "N", "N", "C", "C", "C", "H", "H", "H", "H", "H", "H"], "coordinates": [[-1.1146, -0.8961, -0.2264], [-1.3729, 1.4108, -1.6964], [-0.1934, 1.0668, -0.8676], [1.1715, -1.6339, 1.0129], [1.2185, -0.4314, 0.2979], [-0.1527, -0.2058, -0.3465], [2.3412, -1.8250, 1.5991], [-2.6814, 1.4760, -1.0937], [0.4354, 1.3067, -1.5533], [2.2378, -2.7963, 1.9910], [-3.5909, 1.8231, -1.7415], [1.5915, 0.5717, 0.7929], [-2.9178, 1.1412, 0.1713], [3.0280, -1.0078, 1.6602]]}

***

Version two
{"formula": "C3H6N4O", "method": "ωB97M-V/def2-TZVPD", "e_lumo_ev": 0.84, "smiles": "[H]/N=C/NN(C=O)/C=N/[H]", "total_charge": 0, "elements": ["O", "N", "N", "N", "N", "C", "C", "C", "H", "H", "H", "H", "H", "H"], "coordinates": [[-0.3135, -2.0996, 0.3215], [-0.5646, 0.8118, 0.3370], [0.3837, -0.0481, -0.3132], [1.0756, 0.2142, -2.5813], [-1.1302, 0.8737, 2.5974], [0.4714, 0.7105, -1.6722], [-0.2216, 0.9698, 1.7293], [0.3997, -1.4976, -0.4431], [-1.0312, 1.2451, 3.7322], [0.9407, 1.0003, 2.0125], [-1.3540, 0.1896, 0.2246], [0.7321, -1.9996, -1.3348], [0.0836, 1.7290, -1.5367], [0.8889, 0.5757, -3.6330]]}

***

Version three
{"formula": "C3H6N4O", "method": "ωB97M-V/def2-TZVPD", "e_lumo_ev": [0.35, 0.34], "total_charge": 0, "elements": ["O", "N", "N", "N", "N", "C", "C", "C", "H", "H", "H", "H", "H", "H"], "coordinates": [[-1.1937, 1.7235, -0.7412], [1.4836, -0.9464, 0.2734], [-0.5712, 1.1869, -1.7231], [0.9854, -1.6154, -0.7399], [-0.1915, -2.1487, -0.5404], [0.5603, -1.0517, 1.2174], [-0.4966, -1.8091, 0.7008], [-0.7033, 2.3885, 0.2293], [1.4708, -1.6970, -1.6203], [-1.4073, 2.7555, 0.9501], [0.3590, 2.5720, 0.3267], [0.6817, -0.6078, 2.1819], [0.4460, 1.3504, -1.6620], [-1.4233, -2.1007, 1.1472]]}

***

Version four
{"formula": "C3H6N4O", "method": "ωB97M-V/def2-TZVPD", "e_lumo_ev": 0.23, "smiles": "Cn1onc/c1=N/N", "total_charge": 0, "elements": ["O", "N", "N", "N", "N", "C", "C", "C", "H", "H", "H", "H", "H", "H"], "coordinates": [[2.0413, 0.0965, -0.5074], [-1.3308, -1.2961, -0.0830], [-2.3805, -0.1437, -0.0421], [0.5227, 0.3008, -0.4447], [2.3194, -1.1089, 0.0616], [-0.1338, -0.8584, -0.1985], [0.5045, 1.7350, 0.2991], [1.0502, -1.7597, 0.1144], [-3.2781, -0.5862, -0.1412], [1.1753, -2.6482, 0.6813], [-2.2605, 0.3530, -1.0872], [1.4935, 2.3339, -0.3078], [-0.5309, 2.2623, 0.3257], [0.8077, 1.3198, 1.3298]]}

***

Q: Which of them is the most stable? A: version two.